No. 1
This record from the OMol25 dataset describes a molecular structure, C35H53BBrCaCl3F7IMgN5O19PS in a non-equilibrium geometry. The level of theory is ωB97M-V/def2-TZVPD.

LUMO: -0.1635 Eh
orbital gap: 1.37 eV
energy: -262896.3753 eV

Each line ends with the Löwdin charge.
Element x y z (Å)
C: 2.5253 4.5822 0.5323  -0.13
C: 2.4123 3.2253 1.3065  -0.29
N: 1.7580 1.9835 0.9081  -0.06
C: 1.8282 1.4291 -0.4724  -0.30
C: 1.0088 2.4854 -1.3452  -0.18
S: -0.3848 3.4733 -0.7109  0.67
O: -0.2354 4.8788 -1.2923  -0.81
O: -0.6526 3.6173 0.7644  -0.49
C: 3.4487 1.5002 -0.6311  -0.11
C: 4.1709 0.5372 -1.6801  -0.20
P: 5.9808 0.6970 -1.1800  0.70
N: 7.0139 0.7075 -2.4183  -0.20
O: 6.4711 -0.2804 0.1201  -0.23
O: 6.2019 2.3025 -0.5263  -0.23
C: 3.5301 -0.9724 -1.8093  -0.31
C: 4.2456 -1.4727 -3.1478  -0.08
C: 5.7129 -1.9646 -3.2717  -0.73
O: 6.1108 -2.0236 -4.4839  -0.10
I: 7.3158 -2.6943 -2.0472  1.04
O: 4.1144 -1.6686 -0.7600  0.10
B: 4.1058 -3.0260 -0.4651  -0.74
O: 3.8757 -4.1149 -1.4215  0.09
O: 4.3012 -3.4629 0.9079  0.12
N: 1.9903 -0.8503 -1.8891  -0.01
C: 1.3500 -2.1950 -2.1456  -0.20
N: -0.0048 -2.2772 -2.6926  0.05
C: 1.6045 -0.1330 -3.1656  -0.08
C: 1.6647 -0.7827 -4.5956  -0.19
O: 1.6936 -0.0123 -5.5931  0.05
C: 1.4017 -0.1682 -0.6204  -0.14
C: 1.5961 -0.9553 0.7536  -0.09
C: 0.9370 -2.3274 1.1498  -0.05
C: 1.0410 -2.4989 2.7661  -0.38
F: 2.3858 -2.3399 3.2294  0.06
F: 0.1284 -1.6983 3.4687  0.10
F: 0.7303 -3.8736 3.0101  0.06
C: -0.2359 -0.1004 -0.6222  -0.12
O: -0.8200 0.5755 0.5347  -0.19
C: -2.2399 0.1538 0.7094  -0.26
C: -2.6729 -1.0974 1.5430  0.07
C: -4.2045 -1.5086 1.7647  0.05
C: -5.3934 -0.6892 1.1543  0.00
C: -5.0276 0.5571 0.3160  -0.04
C: -3.4941 0.9935 0.0838  -0.30
H: 1.5114 5.1332 0.5825  0.08
H: 3.2318 5.2729 1.1382  0.10
H: 2.9758 4.5753 -0.5273  0.00
H: 3.5053 3.0197 1.6603  0.11
H: 1.9115 3.5108 2.3172  0.13
H: 2.2214 1.3704 1.6107  0.12
H: 0.5772 2.1118 -2.3467  0.10
H: 1.7929 3.2489 -1.7311  0.13
H: -1.6114 3.0341 -1.2867  0.06
H: 3.9811 1.2578 0.3676  0.13
H: 3.6863 2.5738 -0.9859  0.11
H: 4.1258 1.1165 -2.6799  0.14
H: 7.4606 1.6287 -2.5063  -0.01
H: 7.2362 0.1399 0.5784  0.10
H: 6.0304 2.9040 -1.2841  0.00
H: 3.7004 -2.2992 -3.7503  0.14
H: 4.1953 -0.5865 -3.8967  0.15
H: 2.9272 -4.3576 -1.4424  0.09
H: 3.6747 -4.2167 1.0405  0.12
H: 1.9446 -2.8491 -2.8914  0.14
H: 1.3398 -2.9158 -1.2678  0.14
H: -0.6470 -2.7520 -2.0454  0.03
H: -0.0504 -2.8426 -3.5624  0.09
H: 0.4853 0.1662 -3.1981  0.16
H: 2.0956 0.9051 -3.2904  0.16
H: 1.6484 -1.9081 -4.8593  0.14
H: 1.1210 -0.3379 1.6204  0.14
H: 2.6854 -0.9653 1.1540  0.15
H: -0.1681 -2.4926 0.9295  0.12
H: 1.4672 -3.2928 0.7954  0.12
H: -0.7469 -1.1409 -0.5752  0.12
H: -0.7336 0.4028 -1.5114  0.13
H: -1.9239 -1.7680 2.0723  0.10
H: -4.4534 -2.4166 2.4132  0.13
H: -6.4925 -0.9692 1.3353  0.08
H: -5.8794 1.1817 -0.1400  0.10
H: -3.3571 1.9715 -0.5326  0.06
Br: -1.2040 5.4493 -3.1823  -0.14
C: -3.2542 -3.5133 -0.7037  -1.04
O: -4.0465 -2.5683 -0.8470  -0.02
O: -3.5771 -4.6848 -0.3359  -0.04
O: -1.9989 -3.4493 -0.9069  -0.14
Ca: -2.9305 2.4062 1.6274  1.53
C: -10.8133 -1.8922 -1.7269  -0.21
C: -10.5880 -2.0464 -0.2240  -0.40
O: -9.7940 -3.1650 0.1240  -0.12
C: -8.3586 -3.0755 -0.0153  -0.43
O: -7.8870 -1.9999 0.5832  -0.10
C: -7.8644 -3.2258 -1.4999  -0.50
F: -8.6166 -4.1244 -2.1787  0.13
F: -6.6053 -3.7008 -1.5569  0.13
F: -7.8804 -2.0751 -2.2338  -0.15
H: -10.9820 -2.8549 -2.2046  0.02
H: -11.6726 -1.2451 -1.9174  0.08
H: -9.9516 -1.4231 -2.2091  -0.04
H: -11.5738 -2.2349 0.2457  -0.01
H: -10.2174 -1.1124 0.2194  0.12
H: -8.0556 -4.0479 0.4087  0.17
Mg: -8.0298 -0.2042 -3.3942  0.73
C: 2.6841 2.0043 6.0052  0.08
C: 2.4940 1.9648 7.3266  -0.22
C: 2.9631 3.0692 8.2124  -0.31
O: 2.7561 3.0089 9.4108  0.12
C: 3.6688 4.1955 7.5918  0.08
C: 3.8613 4.2323 6.2718  -0.22
C: 3.3681 3.1415 5.3837  -0.30
O: 3.5467 3.2186 4.1779  0.08
O: 4.5168 5.2698 5.6819  0.10
O: 1.8639 0.9164 7.9173  0.11
H: 2.3468 1.2109 5.3514  0.13
H: 4.0197 4.9815 8.2469  0.14
H: 4.5243 5.0629 4.7273  0.11
H: 1.8502 1.1253 8.8720  0.12
C: 4.7919 7.0561 -1.7316  -0.99
Cl: 5.0752 5.3134 -1.8532  0.55
Cl: 3.0673 7.4115 -1.6126  0.56
H: 5.2954 7.4340 -0.8432  0.03
H: 5.1935 7.5432 -2.6186  0.03
F: -3.6008 -0.9885 4.2840  -0.70
Cl: -12.4960 -3.6420 -0.6530  0.22
N: -2.9300 -4.9344 -3.5142  0.32
H: -2.6516 -5.9183 -3.5282  0.16
H: -3.9471 -4.8677 -3.4017  0.16
H: -2.4658 -4.4576 -2.7246  0.09
H: -2.6528 -4.4888 -4.3913  0.15

No. 2
This record from the OMol25 dataset describes a molecular structure, C35H53CaN2PS2. The level of theory is ωB97M-V/def2-TZVPD.

energy above the lowest of the compared OMol25 structures with the same formula, charge and spin: 0.4021 eV
LUMO: 0.0184 Eh
orbital gap: 7.65 eV
energy: -89537.2107 eV

Each line ends with the Löwdin charge.
Element x y z (Å)
Ca: -1.0524 -1.8240 -0.5497  0.94
C: -0.6900 -4.2301 1.5342  -0.05
N: 0.1802 -3.0968 1.1506  -0.27
C: 0.3515 -2.1262 2.2476  -0.19
C: -0.9681 -1.5416 2.7376  -0.18
N: -1.8172 -0.9826 1.6643  -0.26
C: -1.4964 0.4300 1.3868  -0.08
C: -3.2416 -1.1106 1.9758  -0.30
C: -3.6976 -0.6512 3.2098  -0.05
C: -5.0327 -0.7352 3.5576  -0.10
C: -5.9264 -1.2856 2.6436  -0.10
C: -5.4775 -1.7350 1.4165  -0.13
C: -4.1236 -1.6651 1.0419  -0.63
S: -3.6512 -2.2731 -0.5399  0.48
C: 1.4591 -3.6060 0.6491  -0.29
C: 2.4656 -3.9512 1.5480  -0.06
C: 3.6703 -4.4772 1.1155  -0.10
C: 3.8641 -4.6793 -0.2455  -0.09
C: 2.8595 -4.3611 -1.1411  -0.14
C: 1.6317 -3.8193 -0.7296  -0.65
S: 0.4139 -3.4799 -1.9610  0.44
H: -0.3455 -4.6918 2.4665  0.10
H: -0.6605 -4.9714 0.7390  0.10
H: -1.7255 -3.9039 1.6520  0.08
H: 1.0200 -1.3410 1.8822  0.09
H: 0.8154 -2.5772 3.1322  0.12
H: -0.7306 -0.7851 3.4951  0.12
H: -1.5411 -2.3190 3.2372  0.12
H: -1.6772 1.0722 2.2554  0.10
H: -2.1234 0.7833 0.5620  0.09
H: -0.4444 0.5301 1.0998  0.03
H: -2.9922 -0.2177 3.9121  0.11
H: -5.3700 -0.3790 4.5220  0.10
H: -6.9774 -1.3656 2.8929  0.10
H: -6.1709 -2.1652 0.7050  0.09
H: 2.3142 -3.8092 2.6116  0.11
H: 4.4426 -4.7268 1.8327  0.10
H: 4.7975 -5.0948 -0.6073  0.10
H: 3.0023 -4.5233 -2.2017  0.10
C: -1.3657 4.8336 -1.6510  -0.08
C: -2.3283 3.7843 -1.0935  -0.38
C: -3.7463 4.3590 -1.0395  -0.07
C: -2.2622 2.4670 -1.8585  -0.20
C: -3.3360 1.5761 -1.8510  -0.04
C: -3.3080 0.3959 -2.5796  -0.08
C: -2.2054 0.0520 -3.3573  -0.30
C: -2.2017 -1.2065 -4.1930  -0.04
C: -1.1149 0.9181 -3.3399  -0.05
C: -1.1389 2.0971 -2.5998  -0.04
H: -1.4931 5.7761 -1.1162  0.08
H: -1.5626 5.0140 -2.7108  0.09
H: -0.3213 4.5383 -1.5453  0.05
H: -2.0250 3.5792 -0.0609  0.12
H: -4.1542 4.4754 -2.0468  0.09
H: -3.7324 5.3397 -0.5610  0.08
H: -4.4292 3.7301 -0.4682  0.07
H: -4.2313 1.8041 -1.2866  0.11
H: -4.1700 -0.2570 -2.5622  0.08
H: -1.8295 -2.0678 -3.6297  0.05
H: -1.5634 -1.0943 -5.0692  0.08
H: -3.2095 -1.4534 -4.5260  0.08
H: -0.2454 0.6892 -3.9480  0.11
H: -0.2821 2.7572 -2.6558  0.09
C: 2.9867 1.0043 2.6592  -0.12
C: 3.5710 0.7000 1.2738  -0.56
C: 4.2296 -0.6797 1.2664  -0.12
P: 2.2655 0.8463 -0.0506  1.09
C: 3.2868 0.5659 -1.5872  -0.55
C: 2.7798 1.3764 -2.7828  -0.12
C: 3.2648 -0.9227 -1.9554  -0.14
C: 1.9786 2.6907 -0.1230  -0.56
C: 3.2393 3.5509 -0.0743  -0.11
C: 0.9490 3.1641 0.9075  -0.12
H: 3.6550 0.6331 3.4404  0.08
H: 2.0129 0.5245 2.8049  0.06
H: 2.8573 2.0730 2.8241  0.06
H: 4.3415 1.4408 1.0484  0.09
H: 3.4956 -1.4864 1.3374  0.05
H: 4.9044 -0.7657 2.1226  0.08
H: 4.8215 -0.8474 0.3672  0.07
H: 4.3139 0.8690 -1.3588  0.10
H: 1.7077 1.2154 -2.9325  0.05
H: 3.2887 1.0428 -3.6902  0.08
H: 2.9554 2.4478 -2.6803  0.07
H: 2.2616 -1.2313 -2.2597  0.04
H: 3.5634 -1.5756 -1.1366  0.04
H: 3.9398 -1.1116 -2.7959  0.09
H: 1.5121 2.8163 -1.1034  0.06
H: 3.6562 3.5809 0.9352  0.07
H: 3.0005 4.5801 -0.3566  0.08
H: 4.0178 3.1917 -0.7504  0.07
H: 1.3056 3.0492 1.9300  0.06
H: 0.0143 2.6123 0.8137  0.04
H: 0.7258 4.2237 0.7561  0.08

| no. | HOMO (eV) |
| --- | --- |
| 1 | -5.820 |
| 2 | -7.147 |